No. 1
The following is a quantum chemistry calculation of a structure of composition C5HF2OSr in a non-equilibrium geometry, from OMol25.

Geometry as ORCA input:
```
! RIJCOSX wB97M-V def2-TZVPD def2/J DEFGRID3
* xyz 3 1
Sr -1.00731 -0.83059 0.20292
F 3.65246 3.46000 -0.29125
F -3.30603 -3.74976 -1.21269
O 1.65632 2.24842 -0.14483
C 2.39956 3.54923 -0.14213
C 1.15692 1.21297 -0.01493
C -2.60294 -3.53715 -0.21695
C 1.41260 4.31807 -0.60540
C -1.91303 -3.20886 0.73759
H -1.44855 -3.46234 1.68767
*
```

The relative energy (zero: lowest compared OMol25 entry of this formula, charge and spin) is 0.984 eV. The calculation puts the molar mass at 202.68 g/mol. As for the HOMO energy: -22.1390 eV. The calculation puts the LUMO energy at -14.990 eV. As for the total energy: -13475.0463 eV.

***

No. 2
The following is a quantum chemistry calculation of a structure of composition C19H14CoF3N4O8S2, from OMol25.

Geometry as ORCA input:
```
! RIJCOSX wB97M-V def2-TZVPD def2/J DEFGRID3
* xyz -1 2
Co -0.96204 -1.80005 -0.98086
S 3.18254 3.08989 5.86423
S 1.07746 -2.69298 -1.34801
F 4.25019 -1.33894 -3.94576
F 3.40830 -3.03319 -4.98588
F 3.54547 -3.04942 -2.83038
O 4.25102 4.06591 5.93254
O 3.60379 1.73957 5.55026
O 2.18053 3.19189 6.91277
O -2.25077 -2.73671 0.92310
O -4.21262 0.13953 0.14767
O -1.97039 -3.60051 -1.79844
O -4.20795 -3.59811 -1.80191
O -2.71049 -1.00390 -1.05810
N -0.23381 -0.25271 0.09934
N 1.78966 2.65614 3.58253
N -0.22875 -1.15461 -2.92199
N 1.95182 4.91316 4.27324
C -0.50574 -0.37282 -3.95266
C 1.91652 -1.62287 -3.83940
C 0.38752 -0.16070 -4.98835
C 1.04154 0.60464 1.92536
C 1.60886 -0.80654 -4.91591
C 1.21202 5.25689 3.23169
C 2.21473 3.60793 4.40421
C -0.26566 2.07838 0.58900
C 1.04418 3.01277 2.54042
C 3.27141 -2.27053 -3.87180
C 0.59661 1.89905 1.66523
C -2.92150 -1.51296 1.26012
C 0.96779 -1.78550 -2.81429
C -0.66040 0.98676 -0.15829
C 0.72180 4.34077 2.31429
C -3.02858 -3.59351 -1.20009
C 0.61510 -0.43060 1.12092
C -3.11567 -3.67071 0.31458
C -3.33520 -0.69282 0.03087
H 0.95688 -1.44369 1.28231
H -2.21914 -0.93438 1.85823
H 0.12470 4.66798 1.47513
H 0.99799 6.31578 3.12056
H -2.77515 -4.67146 0.58960
H -1.36165 1.08376 -0.97676
H -3.80535 -1.72117 1.86627
H -4.14681 -3.54058 0.64697
H 0.13472 0.48239 -5.81827
H -1.48571 0.09178 -3.94144
H 2.34277 -0.67800 -5.70226
H -4.05071 -3.54312 -2.75780
H -0.65545 3.05233 0.33123
H 1.71363 0.43580 2.75598
*
```

The relative energy (zero: lowest compared OMol25 entry of this formula, charge and spin) is 0.000 eV. The calculation puts the molar mass at 606.40 g/mol. The expectation value of S² is 0.782. As for the HOMO energy (spin up / spin down): -5.4405 / -5.4405 eV. The calculation puts the LUMO energy (spin up / spin down) at 1.659 / 1.665 eV. As for the total energy: -109724.7185 eV.

***

No. 3
The following is a quantum chemistry calculation of the ion C10H13N2 with charge +1 in a non-equilibrium geometry, from OMol25.

Geometry as ORCA input:
```
! RIJCOSX wB97M-V def2-TZVPD def2/J DEFGRID3
* xyz 1 1
N 2.36517 -2.13616 -2.02798
N -0.86916 -1.07170 0.61645
C 1.53738 1.99318 -0.81763
C -1.95740 -0.96758 1.47464
C -1.74719 1.47426 0.99464
C -0.17567 -0.17318 0.02390
C 0.96889 -0.42296 -0.80636
C -2.23985 0.46485 2.03968
C 1.79812 0.70066 -1.14165
C -0.43713 1.26798 0.31693
C 1.18438 -1.70117 -1.17708
C 0.38401 2.29532 0.00579
H 2.73389 0.64697 -1.80145
H -1.76925 -1.69650 2.14525
H -1.88189 2.55644 1.32376
H 0.12137 3.36897 0.36999
H 2.08427 2.79443 -1.12463
H -2.92399 -1.15597 0.87712
H -3.25385 0.49596 2.25001
H 3.23980 -2.36623 -1.49812
H -2.55388 1.56221 0.14804
H -1.71618 0.37476 3.02336
H 0.67701 -2.51776 -0.83919
H 2.49593 -1.30889 -2.56147
H 1.94411 -2.94092 -2.51261
*
```

The relative energy (zero: lowest compared OMol25 entry of this formula, charge and spin) is 3.935 eV. The calculation puts the molar mass at 161.23 g/mol. As for the HOMO energy (spin up / spin down): -11.6808 / -11.6815 eV. The calculation puts the LUMO energy (spin up / spin down) at -4.547 / -4.547 eV. As for the total energy: -13551.3999 eV.

***

> What is the relative energy (zero: lowest compared OMol25 entry of this formula, charge and spin) in the first record?

0.984 eV